Entry 1:
Formula: C42H34N2O4P2PdSi
Source: the Open Molecules 2025 dataset
Level of theory: the ωB97M-V functional and the def2-TZVPD basis

Results
* energy above the lowest of the compared OMol25 structures with the same formula, charge and spin: 0.8820 eV
* HOMO energy: 0.112 eV
* strongest force on any atom: 1.1 eV/A

The geometry in ORCA input format:
```
! RIJCOSX wB97M-V def2-TZVPD def2/J DEFGRID3
* xyz -2 1
Pd 0.11 -0.43 0.15
C 0.90 3.06 1.33
Si 0.07 1.85 0.02
C 1.16 2.35 -1.47
C 0.87 3.17 -2.54
C 1.80 3.37 -3.55
C 3.04 2.77 -3.48
C 3.35 1.95 -2.40
C 2.40 1.72 -1.42
P 2.66 0.58 -0.01
C 4.50 0.47 -0.06
C 5.18 1.62 0.33
C 6.54 1.60 0.60
C 7.24 0.40 0.52
C 6.56 -0.76 0.19
C 5.21 -0.73 -0.09
C 2.18 -1.01 -0.75
C 2.08 -2.10 0.15
C 1.88 -3.38 -0.31
C 1.80 -3.63 -1.68
C 1.91 -2.57 -2.57
C 2.09 -1.28 -2.13
C -1.66 2.66 -0.11
C -1.86 4.02 -0.26
C -3.14 4.56 -0.27
C -4.23 3.72 -0.11
C -4.04 2.36 0.06
C -2.76 1.83 0.06
P -2.43 0.03 0.23
C -2.34 -0.35 -1.57
C -1.35 -1.23 -2.00
C -1.20 -1.51 -3.34
C -2.03 -0.89 -4.27
C -3.02 -0.02 -3.85
C -3.18 0.24 -2.50
C -4.07 -0.65 0.64
C -4.65 -0.25 1.85
C -5.70 -0.94 2.41
C -6.17 -2.10 1.79
C -5.56 -2.54 0.62
C -4.53 -1.83 0.06
H 1.15 4.00 0.85
H 1.83 2.61 1.68
H 0.25 3.26 2.17
H -0.09 3.66 -2.58
H 1.55 4.00 -4.40
H 3.77 2.92 -4.27
H 4.33 1.48 -2.35
H 4.62 2.54 0.40
H 7.05 2.51 0.88
H 8.30 0.38 0.72
H 7.10 -1.70 0.16
H 4.69 -1.65 -0.34
H 2.24 -1.90 1.21
H 1.79 -4.20 0.40
H 1.64 -4.64 -2.04
H 1.86 -2.77 -3.64
H 2.16 -0.46 -2.85
H -1.00 4.67 -0.36
H -3.28 5.62 -0.41
H -5.24 4.13 -0.13
H -4.90 1.72 0.19
H -0.73 -1.74 -1.24
H -0.45 -2.20 -3.67
H -1.90 -1.10 -5.33
H -3.67 0.45 -4.58
H -3.96 0.92 -2.18
H -4.25 0.64 2.35
H -6.14 -0.61 3.34
H -6.98 -2.66 2.24
H -5.90 -3.46 0.16
H -4.05 -2.19 -0.85
O -0.37 -4.36 5.00
C -0.05 -3.20 5.45
O 0.20 -2.97 6.63
C 0.01 -2.08 4.47
C 0.35 -0.77 4.78
N 0.34 -0.07 3.63
N 0.02 -0.84 2.60
C -0.19 -2.06 3.06
C -0.63 -3.12 2.09
O -0.81 -4.30 2.57
O -0.78 -2.82 0.92
H -0.59 -4.36 3.83
H 0.58 -0.33 5.73
H 0.52 0.91 3.47
*
```

---

Entry 2:
Formula: C3H8NS
Source: the Open Molecules 2025 dataset
Level of theory: the ωB97M-V functional and the def2-TZVPD basis

Results
* energy above the lowest of the compared OMol25 structures with the same formula, charge and spin: 1.8669 eV
* HOMO energy (spin up / spin down): -14.227 / -14.227 eV
* strongest force on any atom: 5.0 eV/A

The geometry in ORCA input format:
```
! RIJCOSX wB97M-V def2-TZVPD def2/J DEFGRID3
* xyz 1 1
C 1.31 -0.63 -0.40
C -1.04 -0.89 0.51
C -0.04 -0.09 -0.29
N 0.01 1.34 0.09
S 2.61 0.30 -0.14
H 1.41 -1.68 -0.64
H -2.05 -0.49 0.40
H -0.77 -0.87 1.57
H -1.05 -1.92 0.19
H -0.65 -0.06 -1.81
H -0.49 1.53 0.97
H -0.34 1.98 -0.63
H 1.09 1.49 0.20
*
```